A structure of composition C36H55FN5O2SiZr in a non-equilibrium geometry, computed with the ωB97M-V functional and the def2-TZVPD basis.

Last column: Mulliken charge in e.
Geometry (Å):
Zr1 0.80807 0.19881 0.25011  -0.84
C1 1.92806 4.24906 2.13357  -1.00
C2 1.42308 3.36055 3.27491  0.80
C3 1.32128 4.17437 4.56868  -1.81
C4 2.29844 2.13380 3.45048  0.37
C5 3.51971 2.26026 4.09549  -0.31
C6 4.31167 1.15273 4.35113  -1.60
C7 3.85749 -0.10819 4.01837  -0.10
C8 2.64209 -0.28599 3.36586  0.39
C9 2.13982 -1.70301 3.13862  0.70
C10 2.09309 -2.48430 4.45587  -1.76
C11 3.00035 -2.45294 2.11407  -1.24
C12 1.89491 0.85797 3.01606  0.27
N1 0.68120 0.70710 2.24727  1.63
C13 -0.49476 0.39414 2.95098  1.95
C14 -0.59359 0.35310 4.34425  -1.29
C15 -1.79818 0.08131 4.97479  -1.01
C16 -2.95381 -0.15224 4.24238  -0.74
C17 -2.88926 -0.12677 2.85681  -0.83
C18 -1.67740 0.12793 2.27148  -0.05
F1 -1.62078 0.13275 0.89498  -0.37
H1 1.30319 5.14005 2.03300  0.47
H2 1.93054 3.72421 1.17907  -0.01
H3 2.95259 4.57344 2.33537  0.33
H4 0.41453 3.01755 3.04138  0.03
H5 2.25883 4.68706 4.79704  0.37
H6 1.06450 3.53877 5.41937  0.37
H7 0.54672 4.93743 4.46710  0.46
H8 3.85444 3.24055 4.41441  0.36
H9 5.26820 1.27097 4.84710  0.42
H10 4.45643 -0.97525 4.27369  0.42
H11 1.12289 -1.65820 2.76202  -0.10
H12 3.09816 -2.70432 4.82203  0.38
H13 1.57670 -3.43565 4.30820  0.47
H14 1.56326 -1.92579 5.23057  0.34
H15 4.03389 -2.52973 2.46034  0.39
H16 3.00971 -1.94910 1.14906  -0.24
H17 2.61432 -3.46433 1.96168  0.56
H18 0.29883 0.54879 4.92844  0.55
H19 -1.83324 0.05143 6.05650  0.46
H20 -3.89517 -0.35055 4.73668  0.43
H21 -3.75767 -0.30281 2.23498  0.51
C19 -1.38344 -3.61003 -3.53956  -1.63
C20 -1.44249 -2.43956 -2.59933  0.79
N2 -1.98241 -1.32730 -2.89065  -0.23
O1 -2.49563 -1.36154 -4.16403  -0.49
C21 -0.81617 -2.53906 -1.25527  -0.05
C22 -0.81550 -3.84364 -0.52679  -1.67
N3 -0.21726 -1.51283 -0.78993  0.44
O2 0.36769 -1.65923 0.46140  -0.38
H22 -0.95595 -3.28204 -4.48778  0.40
H23 -2.39054 -3.97426 -3.75502  0.40
H24 -0.78465 -4.42456 -3.14067  0.46
H25 -3.00306 -0.54627 -4.23088  0.37
H26 -1.61524 -4.48987 -0.88299  0.46
H27 -0.92851 -3.66313 0.53938  0.34
H28 0.14391 -4.35118 -0.66528  0.38
N4 -0.53281 1.25025 -2.80718  0.21
C23 -0.58938 2.26191 -1.91402  0.50
C24 -0.85159 3.57704 -2.32980  -1.11
C25 -1.03037 4.55679 -1.39028  -0.57
C26 -0.97933 4.22845 -0.02897  -0.86
C27 -0.65618 2.94822 0.30543  -0.35
N5 -0.38619 1.97390 -0.60888  0.85
H29 -0.73533 1.47470 -3.76481  0.32
H30 -0.76574 0.30853 -2.53234  -0.22
H31 -0.94467 3.79007 -3.38724  0.43
H32 -1.24008 5.57350 -1.69993  0.44
H33 -1.17714 4.95892 0.74169  0.54
H34 -0.60512 2.65001 1.33944  0.24
C28 2.71171 1.77106 -2.53220  -1.60
Si1 3.10295 0.37489 -1.28576  1.43
C29 4.66421 1.06004 -0.37011  2.49
C30 5.20185 0.09601 0.69552  -1.97
C31 4.20354 2.33398 0.34621  -2.22
C32 5.81598 1.42349 -1.31092  -1.98
C33 3.52689 -1.11032 -2.46309  2.55
C34 4.32527 -2.21931 -1.76391  -1.78
C35 2.22164 -1.73616 -2.97146  -2.18
C36 4.31353 -0.63380 -3.69039  -1.86
H35 3.62969 2.10827 -3.01738  0.49
H36 2.25397 2.64445 -2.05483  0.33
H37 2.03301 1.42981 -3.31385  0.37
H38 4.43159 -0.17749 1.41601  0.20
H39 6.01514 0.57964 1.25195  0.55
H40 5.60405 -0.81821 0.25809  0.33
H41 3.42933 2.11207 1.08414  0.08
H42 3.81605 3.08281 -0.35418  0.40
H43 5.04173 2.79235 0.88775  0.53
H44 6.25295 0.53845 -1.77773  0.39
H45 6.61165 1.90938 -0.73228  0.50
H46 5.51732 2.11705 -2.10011  0.36
H47 3.84708 -2.55805 -0.83972  0.27
H48 5.33898 -1.89435 -1.52311  0.36
H49 4.41358 -3.08673 -2.42991  0.51
H50 1.70241 -2.25525 -2.16763  0.20
H51 2.44423 -2.47632 -3.75208  0.62
H52 1.54013 -0.99298 -3.40628  0.30
H53 5.26237 -0.16853 -3.42198  0.31
H54 3.74292 0.08214 -4.28862  0.31
H55 4.53772 -1.49647 -4.32959  0.55

Summary:
Charge: +1
ΔE to the lowest compared entry with this formula, charge and spin, kcal/mol: 7.41
LUMO, eV: -3.046
Gap between HOMO and LUMO, eV: 7.553